C3H2N2O2S | wB97M-V/def2-TZVPD

Summary:
Total energy, eV: -21054.3489
2S+1: 1
ΔE to the lowest compared entry with this formula, charge and spin, kcal/mol: 8.9

Atoms and positions in Å:
C -1.11 -0.50 0.02
C 0.49 1.14 0.00
C 1.18 -0.30 0.05
H -1.58 1.47 -0.24
H 0.22 -2.11 0.12
N -0.88 0.84 0.17
N 0.13 -1.16 0.13
O -2.21 -0.92 -0.16
O 1.01 2.23 -0.05
S 2.73 -0.70 -0.05

The molecule's Mulliken atomic charges, reported in e, are given here: 0.3056, 0.4626, 0.1796, 0.3045, 0.1332, -0.1338, 0.0408, -0.5118, -0.4933, -0.2874